Entry from OMol25: a structure of composition C24H27B2Cl4O3S (ωB97M-V/def2-TZVPD).

Positions of all 61 atoms, in Å:
1 Cl 1.28 -2.35 5.03
2 B 1.22 -0.82 4.05
3 Cl 0.23 0.49 5.00
4 Cl 2.94 -0.04 3.74
5 O 0.68 -1.04 2.75
6 C 0.15 0.01 1.97
7 C -1.33 -0.31 1.89
8 C -2.24 0.69 2.24
9 C -3.48 0.38 2.82
10 C -3.82 -0.95 3.08
11 C -2.96 -1.96 2.66
12 C -1.73 -1.65 2.07
13 H 0.14 0.98 2.53
14 H -1.91 1.72 2.10
15 H -4.18 1.17 3.06
16 H -4.77 -1.19 3.56
17 H -3.25 -3.00 2.75
18 H -1.05 -2.44 1.77
19 C 0.50 -0.55 -5.58
20 C -0.20 -0.25 -4.30
21 C -0.54 1.03 -3.87
22 C -1.31 1.05 -2.68
23 C -1.56 -0.21 -2.12
24 B 1.80 0.38 1.55
25 C -2.73 -0.58 -1.34
26 C -3.67 0.42 -0.99
27 C -4.84 0.11 -0.32
28 C -5.12 -1.23 -0.01
29 Cl -6.51 -1.61 0.88
30 C -4.23 -2.25 -0.40
31 C -3.07 -1.92 -1.11
32 O 2.47 -0.59 0.89
33 C 3.34 0.09 -0.02
34 C 4.72 -0.51 0.13
35 C 2.80 -0.27 -1.41
36 C 3.24 1.63 0.41
37 C 4.51 2.18 1.07
38 C 2.86 2.54 -0.74
39 O 2.19 1.67 1.41
40 S -0.71 -1.42 -3.13
41 H 0.63 0.35 -6.19
42 H 1.50 -0.93 -5.34
43 H -0.03 -1.30 -6.17
44 H -0.25 1.90 -4.44
45 H -1.69 1.99 -2.26
46 H -3.47 1.46 -1.28
47 H -5.53 0.89 0.00
48 H -4.46 -3.27 -0.13
49 H -2.46 -2.74 -1.48
50 H 5.43 0.00 -0.55
51 H 5.07 -0.39 1.16
52 H 4.70 -1.58 -0.09
53 H 3.43 0.11 -2.22
54 H 2.77 -1.37 -1.50
55 H 1.77 0.09 -1.54
56 H 5.35 2.10 0.38
57 H 4.35 3.24 1.30
58 H 4.70 1.67 2.01
59 H 3.66 2.53 -1.49
60 H 1.91 2.26 -1.20
61 H 2.75 3.57 -0.35

Summary:
charge: -1
molar mass: 558.98 g mol⁻¹
orbital gap: 0.247 Eh
calculated total energy: -93753.496 eV
energy above the lowest of the compared OMol25 structures with the same formula, charge and spin: 33.5 kcal/mol
HOMO level: -4.7 eV
2S+1: 1

Atomic partial charges in e from the natural (NBO) method, atoms 1 to 5: Cl -0.253; B 0.495; Cl -0.327; Cl -0.268; O -0.761

---

Entry from OMol25: a structure of composition C45H47BIKN9O7S (ωB97M-V/def2-TZVPD).

Positions of all 112 atoms, in Å:
1 K 0.42 0.60 0.01
2 C -4.20 0.04 1.88
3 C -3.55 -1.30 1.62
4 C -4.09 -2.54 2.00
5 C -3.27 -3.45 1.46
6 N -2.25 -2.76 0.79
7 N -2.47 -1.45 0.91
8 B -1.12 -3.32 -0.11
9 N 0.25 -3.26 0.53
10 C 1.48 -3.10 -0.10
11 C 2.47 -3.15 0.82
12 C 1.76 -3.27 2.06
13 C 2.38 -3.39 3.41
14 N 0.47 -3.31 1.89
15 N -1.16 -2.63 -1.50
16 C -1.65 -2.97 -2.70
17 C -1.56 -1.88 -3.56
18 C -0.94 -0.86 -2.81
19 C -0.64 0.54 -3.13
20 N -0.72 -1.34 -1.57
21 N -1.42 -4.84 -0.42
22 C -0.56 -5.84 -0.59
23 C -1.13 -6.83 -1.32
24 C -2.46 -6.37 -1.54
25 C -3.58 -7.01 -2.28
26 N -2.64 -5.19 -0.97
27 H -3.64 0.86 1.51
28 H -5.21 -0.02 1.34
29 H -4.44 0.32 2.93
30 H -5.01 -2.66 2.57
31 H -3.22 -4.54 1.49
32 H 1.55 -2.96 -1.15
33 H 3.54 -3.03 0.65
34 H 3.23 -4.03 3.35
35 H 2.82 -2.45 3.72
36 H 1.68 -3.68 4.19
37 H -2.10 -3.97 -2.81
38 H -1.93 -1.81 -4.58
39 H -1.19 1.07 -3.89
40 H -1.00 1.00 -2.20
41 H 0.42 0.68 -3.22
42 H 0.44 -5.78 -0.22
43 H -0.72 -7.78 -1.65
44 H -3.45 -6.71 -3.34
45 H -3.58 -8.11 -2.25
46 H -4.55 -6.62 -1.97
47 O -0.57 1.94 1.90
48 S -1.42 1.78 3.10
49 C -0.43 2.17 4.56
50 C 0.67 1.18 4.63
51 C 0.01 -0.25 4.37
52 C -1.29 0.04 3.69
53 H -1.24 2.16 5.32
54 H -0.05 3.21 4.53
55 H 1.26 1.16 5.52
56 H 1.35 1.40 3.85
57 H -0.15 -0.79 5.29
58 H 0.60 -0.85 3.71
59 H -2.16 0.02 4.33
60 H -1.39 -0.65 2.88
61 C 9.52 1.08 0.98
62 C 8.04 0.82 1.04
63 C 7.31 0.21 0.04
64 C 5.91 0.03 0.13
65 C 5.28 -0.75 -0.98
66 C 5.19 0.58 1.23
67 C 5.90 1.19 2.24
68 C 5.21 1.68 3.52
69 C 7.30 1.26 2.15
70 C 3.71 0.33 1.30
71 O 2.92 0.99 0.53
72 O 3.37 -0.49 2.21
73 H 9.65 2.16 0.80
74 H 10.02 0.58 0.13
75 H 10.10 0.77 1.84
76 H 7.75 -0.22 -0.81
77 H 5.61 -1.78 -0.88
78 H 5.65 -0.38 -1.95
79 H 4.18 -0.65 -0.98
80 H 4.33 2.32 3.28
81 H 5.90 2.24 4.20
82 H 4.82 0.79 4.10
83 H 7.83 1.81 2.94
84 O -3.19 5.50 -3.98
85 C -2.37 5.60 -3.12
86 N -2.30 6.56 -2.07
87 C -1.02 6.44 -1.51
88 O -0.54 7.24 -0.73
89 C -0.31 5.31 -2.11
90 C 0.98 4.76 -1.89
91 C 1.44 3.85 -2.82
92 C 0.62 3.39 -3.89
93 C -0.68 3.86 -4.00
94 C -1.10 4.80 -3.11
95 H 1.61 5.13 -1.08
96 H 2.45 3.44 -2.79
97 H 1.05 2.75 -4.60
98 H -1.42 3.58 -4.77
99 I -4.37 0.35 -4.98
100 C -4.90 1.91 -3.60
101 C -5.65 3.04 -4.04
102 C -6.13 3.84 -3.03
103 C -5.85 3.45 -1.66
104 C -5.16 2.37 -1.21
105 C -4.68 1.50 -2.26
106 C -6.61 4.14 -0.32
107 O -7.42 5.03 -0.62
108 O -6.49 3.58 0.71
109 H -5.72 3.28 -5.05
110 H -6.80 4.64 -3.26
111 H -5.32 2.09 -0.17
112 H -4.25 0.57 -2.04

Summary:
charge: -2
molar mass: 1034.81 g mol⁻¹
orbital gap (spin up / spin down): 0.239 / 0.122 Eh
calculated total energy: -111111.921 eV
energy above the lowest of the compared OMol25 structures with the same formula, charge and spin: 25.5 kcal/mol
HOMO level (spin up / spin down): -3.1 / -3.1 eV
2S+1: 2

Atomic partial charges in e from the Löwdin method, atoms 1 to 5: K 0.772; C -0.051; C -0.396; C -0.063; C -0.071

---

Entry from OMol25: a cluster of 11 separate species, C11H28Cl10N6O12 in total (ωB97M-V/def2-TZVPD).

Positions of all 67 atoms, in Å:
1 C 4.80 -1.79 -1.33
2 N 3.78 -1.23 -2.28
3 O 3.05 -2.00 -2.85
4 O 3.79 -0.03 -2.46
5 H 5.64 -1.10 -1.43
6 H 5.04 -2.76 -1.75
7 H 4.34 -1.80 -0.36
8 C 0.39 4.81 0.73
9 N -0.30 5.85 -0.04
10 O 0.09 6.04 -1.16
11 O -1.26 6.42 0.44
12 H -0.15 4.50 1.61
13 H 1.34 5.27 1.03
14 H 0.59 3.97 0.08
15 C 0.31 -2.61 3.35
16 N -0.53 -1.38 3.29
17 O -0.42 -0.63 4.25
18 O -1.24 -1.15 2.31
19 H 1.34 -2.34 3.13
20 H 0.04 -3.31 2.57
21 H 0.24 -2.99 4.36
22 C -2.04 5.12 -3.26
23 N -2.33 3.69 -2.93
24 O -3.23 3.15 -3.52
25 O -1.66 3.16 -2.08
26 H -2.09 5.65 -2.31
27 H -2.82 5.50 -3.91
28 H -1.07 5.13 -3.73
29 C -3.89 -1.04 0.89
30 N -3.95 -2.30 1.66
31 O -3.90 -2.21 2.85
32 O -4.13 -3.35 1.06
33 H -3.68 -1.25 -0.14
34 H -3.20 -0.37 1.39
35 H -4.88 -0.58 1.00
36 C -0.04 0.60 -0.15
37 N 1.08 -0.30 0.21
38 O 1.60 -0.18 1.29
39 O 1.46 -1.06 -0.66
40 H -0.02 1.36 0.63
41 H -1.00 0.11 -0.08
42 H 0.18 1.07 -1.10
43 C 2.19 -4.48 -0.27
44 Cl 2.85 -3.65 1.13
45 Cl 3.45 -5.32 -1.23
46 H 1.45 -5.19 0.06
47 H 1.81 -3.79 -1.01
48 C 4.82 0.12 2.25
49 Cl 6.07 1.03 1.36
50 Cl 5.36 -1.43 2.86
51 H 4.53 0.73 3.10
52 H 3.96 0.01 1.60
53 C -2.11 -4.27 -0.78
54 Cl -1.04 -2.92 -0.34
55 Cl -1.17 -5.42 -1.80
56 H -2.38 -4.86 0.08
57 H -2.92 -3.90 -1.38
58 C -0.96 -1.39 -3.92
59 Cl -2.27 -0.90 -2.82
60 Cl -0.67 -0.11 -5.11
61 H -0.03 -1.51 -3.37
62 H -1.25 -2.31 -4.41
63 C -2.71 3.28 2.70
64 Cl -2.48 2.63 1.07
65 Cl -1.42 2.75 3.81
66 H -2.73 4.36 2.66
67 H -3.61 2.89 3.15

Summary:
molar mass: 790.91 g mol⁻¹
orbital gap: 0.392 Eh
calculated total energy: -170579.744 eV
HOMO level: -10.8 eV
SMILES: C[N+](=O)[O-].C[N+](=O)[O-].C[N+](=O)[O-].C[N+](=O)[O-].C[N+](=O)[O-].C[N+](=O)[O-].ClCCl.ClCCl.ClCCl.ClCCl.ClCCl
2S+1: 1

Atomic partial charges in e from the natural (NBO) method, atoms 1 to 5: C -0.487; N 0.545; O -0.387; O -0.391; H 0.234

---

Entry from OMol25: the molecule C7H9N3 (ωB97M-V/def2-TZVPD).

Positions of all 19 atoms, in Å:
1 C 2.22 -1.38 0.05
2 C 1.67 1.51 0.69
3 C 1.79 1.30 -0.80
4 C 0.84 -0.96 0.09
5 C -2.42 -0.17 -0.57
6 C 0.72 0.57 0.00
7 C -3.42 -1.03 -0.02
8 N 3.34 -1.58 -0.04
9 N -1.51 0.39 -0.02
10 N -0.52 1.19 0.01
11 H 2.31 1.04 1.38
12 H 1.46 2.48 1.10
13 H 1.27 2.23 -1.18
14 H 2.56 0.71 -1.36
15 H 0.52 -1.32 -0.94
16 H 0.22 -1.21 0.99
17 H -2.95 -1.86 0.38
18 H -4.22 -1.22 -0.64
19 H -3.89 -0.69 0.88

Summary:
molar mass: 135.17 g mol⁻¹
orbital gap (spin up / spin down): 0.301 / 0.301 Eh
calculated total energy: -11869.762 eV
energy above the lowest of the compared OMol25 structures with the same formula, charge and spin: 132.1 kcal/mol
HOMO level (spin up / spin down): -8.1 / -8.1 eV
2S+1: 1

Atomic partial charges in e from the natural (NBO) method, atoms 1 to 5: C 0.287; C -0.407; C -0.437; C -0.542; C 0.192

---

> Which of these has the highest calculated total energy?

C7H9N3